[1]
Computed, not measured: C13H14BFeNO2 as an isolated structure in a non-equilibrium geometry, with wB97M-V/def2-TZVPD.

Structure (XYZ):
```
32
Properties=species:S:1:pos:R:3:forces:R:3:lowdin_charge:R:1
N 1.700 0.068 -0.283 1.357 1.528 1.437 -0.024
H 2.340 -1.773 -3.281 -0.409 -0.019 0.130 0.104
C -1.992 0.592 4.265 -0.260 0.914 0.457 -0.129
H -2.464 0.310 5.201 0.008 0.149 -0.039 0.084
B 0.107 0.182 0.225 0.295 0.095 1.590 -0.681
H -0.005 -0.805 -4.248 -0.023 -0.492 0.475 0.105
C -1.252 2.355 2.753 0.083 0.069 -0.440 -0.030
H -0.030 1.777 -2.094 0.242 0.252 0.005 0.053
H 2.942 0.798 -2.040 -1.174 -0.366 0.638 0.106
C 0.108 -1.374 -3.320 -1.021 -2.582 -1.750 -0.213
C -1.835 1.952 3.943 -0.358 -0.469 0.746 -0.126
H 1.884 -2.808 -0.796 -0.532 0.335 -0.383 0.109
H 2.138 2.000 -1.040 -0.047 -0.402 -0.123 0.100
Fe 0.594 -0.529 -1.639 -0.921 3.205 2.019 0.428
C -1.554 -0.415 3.417 0.298 -0.337 -0.680 -0.030
H -0.785 -2.530 -0.239 0.353 0.276 -0.924 0.112
C -0.298 -2.259 -1.193 -0.509 -2.175 -0.285 -0.182
H 0.891 1.159 -3.519 0.559 0.211 0.243 0.034
H -2.172 2.725 4.621 -0.106 -0.144 0.198 0.083
H -1.107 3.383 2.433 -0.139 -0.068 0.303 0.114
H -1.963 -1.295 -2.409 0.764 -0.280 0.128 0.113
O -0.393 -0.741 1.256 0.353 -0.279 0.321 0.094
C 1.362 -1.881 -2.808 -0.100 -1.682 -0.699 -0.182
C 1.125 -2.385 -1.466 -0.658 -2.971 -0.981 -0.195
C 1.965 1.005 -1.499 2.181 2.789 0.634 -0.303
C 0.763 1.114 -2.437 0.071 3.089 -1.614 -0.251
C -0.953 -0.007 2.246 0.512 0.459 -0.477 -0.221
C -0.920 -1.644 -2.343 -0.467 -1.651 -0.941 -0.168
H -1.664 -1.478 3.615 -0.004 0.195 0.193 0.110
C -0.839 1.354 1.918 0.193 -0.480 -0.556 -0.235
H 2.592 -0.345 0.066 -0.931 0.338 0.221 0.094
O -0.286 1.495 0.696 0.389 0.492 0.152 0.127
```
Positions in Å, forces in eV/Å.

orbital gap (spin up / spin down) = 3.09 / 7.08 eV
<S²> = 8.79
LUMO (spin up / spin down) = 3.3 / 3.1 eV
multiplicity = 6
E_HOMO (spin up / spin down) = 0.24 / -3.96 eV
charge = -1


[2]
Computed, not measured: C13H14ClN3O2S in the gas phase in a non-equilibrium geometry, with wB97M-V/def2-TZVPD.

Structure (XYZ):
```
34
Properties=species:S:1:pos:R:3:forces:R:3:lowdin_charge:R:1
H 1.920 0.305 -1.302 -3.048 0.494 1.539 0.187
C -3.716 -1.755 -0.017 2.706 -0.268 2.563 -0.332
S -2.432 -1.637 1.274 -2.063 1.166 3.848 1.028
C -0.210 1.837 1.508 1.635 -0.510 5.708 0.017
C 1.256 -2.408 -1.522 -6.950 2.681 4.685 -0.048
O -1.256 0.342 -0.878 3.215 2.892 2.787 -0.077
H -4.453 -2.320 0.315 -3.886 -1.797 1.985 0.035
C -3.024 -2.595 -0.949 -11.212 0.045 -7.164 -0.443
C 1.157 -2.298 0.012 9.280 0.973 0.454 -0.406
N 0.012 -2.299 0.612 -2.071 2.295 7.040 0.122
H -0.518 -1.044 -2.304 3.511 -0.590 1.083 0.177
N -1.821 -2.559 -0.854 15.881 -1.168 0.181 -0.010
C 0.400 2.668 2.592 -8.397 -5.370 0.512 -0.060
H -3.315 -3.637 -0.834 -0.998 -0.436 -0.475 0.134
H 0.473 -3.112 -1.665 -0.212 -1.045 -1.483 0.102
H 1.516 4.251 2.882 1.293 3.055 3.162 0.080
O 2.301 -2.098 0.684 -5.423 -0.851 -2.569 -0.056
H -3.959 -0.819 -0.233 -1.085 3.884 -1.451 0.042
H 2.378 4.461 0.914 3.050 3.939 -1.271 0.041
C 1.266 3.554 2.227 1.277 0.425 0.648 -0.221
H -0.028 -1.840 1.734 1.282 -2.003 -4.157 0.250
C -1.294 -2.267 0.255 -0.770 -0.411 -3.491 -0.711
C 0.730 -1.047 -2.037 -5.857 -0.710 -4.508 -0.173
H 1.089 -1.003 -3.165 -0.031 0.883 2.416 0.153
H -0.951 0.982 1.835 1.325 2.004 -1.131 0.130
C 1.917 3.620 1.108 -2.963 -4.571 -7.960 0.024
N 0.830 0.120 -1.217 10.649 -3.487 -4.510 0.015
C 1.354 2.772 -0.245 -2.373 -0.055 15.526 -0.705
H -0.200 2.673 3.620 1.720 0.108 -2.288 0.151
C 0.535 1.727 0.364 -1.506 2.348 -3.455 -0.188
C -0.016 0.748 -0.561 -7.954 -1.244 -0.987 -0.458
H -3.298 -2.163 -2.129 -0.031 -1.588 2.750 0.199
H 2.136 -2.469 -1.899 5.798 -1.585 -1.720 0.048
Cl 2.089 2.790 -1.542 4.206 0.496 -8.267 0.955
```
Positions in Å, forces in eV/Å.

orbital gap = 8.14 eV
LUMO = -0.2 eV
SMILES string = O=C(CCNC(=O)c1ccccc1Cl)NC1=NCCS1
E_HOMO = -8.36 eV
charge = 0
ΔE to the lowest compared entry with this formula, charge and spin = 67.8 kJ/mol


[3]
Computed, not measured: C13H14CuIN3S as an isolated structure in a non-equilibrium geometry, with wB97M-V/def2-TZVPD.

Structure (XYZ):
```
33
Properties=species:S:1:pos:R:3:forces:R:3:lowdin_charge:R:1
C -0.759 0.918 -2.342 0.329 -0.638 -0.193 -0.080
S 1.760 2.463 -0.261 0.510 -0.171 -0.111 0.554
N 1.556 -1.374 -0.149 0.166 -1.155 0.053 0.017
H 0.736 -2.177 -4.058 -0.291 0.218 -0.109 0.106
I 0.610 0.688 2.711 0.182 -0.173 -0.139 0.390
C 0.460 3.457 0.005 -2.767 2.200 0.560 -0.883
C -3.402 2.568 3.901 -0.030 0.040 0.065 -0.173
H -1.103 1.802 -1.807 0.057 -0.171 -0.129 0.116
H 2.336 -1.613 1.745 0.085 -0.117 -0.244 0.059
C 1.368 -1.866 -1.401 1.208 -0.606 1.176 -0.185
C 2.801 -3.736 -0.898 -0.193 0.397 0.063 -0.039
H -2.576 0.952 5.090 0.042 0.016 -0.011 0.060
H -1.355 1.885 4.228 -0.305 0.158 0.210 -0.072
C -1.059 0.698 -3.690 0.098 -0.091 0.227 -0.028
C 2.932 -3.246 0.401 -0.138 0.240 0.063 -0.031
H -2.143 2.563 5.668 0.011 -0.081 -0.062 0.062
H -0.737 -0.623 -5.383 -0.027 0.117 0.152 0.115
H 1.896 -3.360 -2.848 0.108 -0.184 0.341 0.107
H -3.231 3.636 3.739 -0.003 -0.112 -0.056 0.062
C 0.260 -1.310 -3.608 0.110 0.224 0.745 0.009
H 3.526 -3.757 1.153 -0.098 0.002 -0.199 0.112
C -0.544 -0.428 -4.332 0.193 -0.022 0.468 -0.036
H -3.458 2.086 2.922 0.014 0.027 0.087 0.059
C 2.017 -3.041 -1.816 -0.412 0.622 0.226 0.009
C -2.304 1.961 4.769 0.078 -0.005 -0.008 -0.203
H -1.673 1.421 -4.212 0.054 -0.110 -0.009 0.112
C 2.293 -2.052 0.748 -0.155 -0.244 -0.892 -0.098
H 3.297 -4.648 -1.207 0.025 0.036 0.086 0.113
Cu 0.823 0.476 0.249 -0.180 0.220 -0.142 -0.185
N -0.456 4.187 0.186 2.212 -1.851 -0.530 0.045
H -4.375 2.458 4.388 0.030 0.056 -0.087 0.057
N -0.003 0.057 -1.641 -0.004 -0.135 -0.725 0.034
C 0.507 -1.047 -2.249 -0.908 1.290 -0.877 -0.186
```
Positions in Å, forces in eV/Å.

orbital gap (spin up / spin down) = 6.89 / 6.25 eV
<S²> = 0.76
LUMO (spin up / spin down) = -1.3 / -2.0 eV
multiplicity = 2
E_HOMO (spin up / spin down) = -8.16 / -8.22 eV
charge = 0


[4]
Computed, not measured: C13H14CuN2OS2Se3Te as an isolated structure in a non-equilibrium geometry, with wB97M-V/def2-TZVPD.

Structure (XYZ):
```
37
Properties=species:S:1:pos:R:3:forces:R:3:lowdin_charge:R:1
H 3.770 -0.882 4.870 -0.358 0.004 -0.256 0.105
Cu -1.640 1.921 -0.332 -0.369 0.023 0.470 -0.568
C 0.679 -0.796 3.343 0.216 0.750 -0.831 -0.072
C -2.424 3.528 -3.119 -0.203 -0.110 -0.257 -0.893
C 2.480 -0.643 1.709 -0.908 -0.264 0.093 -0.079
S -1.216 2.573 -2.472 0.545 -0.297 -0.032 0.696
C 0.446 -2.186 -0.255 0.723 -1.727 -0.092 -0.398
S -0.214 -0.942 0.779 -0.128 3.820 -0.638 1.069
Te -4.998 3.222 1.212 0.567 -0.267 -0.236 0.311
Se -3.099 4.915 1.683 0.049 -1.106 -0.402 -0.199
H 2.639 -4.844 -0.101 -1.317 0.589 -0.426 0.128
C 3.016 -0.826 4.079 -1.460 -0.561 -0.896 -0.045
Se -4.007 1.227 0.164 -0.135 0.840 0.328 -0.055
H 1.394 -3.272 1.380 0.028 0.102 -0.140 0.110
C 1.844 -4.159 -0.515 0.884 -0.562 0.386 -0.082
H -2.560 2.341 -4.737 0.385 -0.767 -0.330 0.076
H -3.579 5.264 -3.114 0.806 -1.086 0.934 0.138
H -0.366 -1.261 -2.023 0.410 -0.883 0.196 0.122
H 4.505 -0.768 2.552 -0.813 -0.221 -0.363 0.114
C 0.174 -2.146 -1.620 1.060 0.696 -0.091 -0.051
C 1.093 -0.613 1.968 0.309 -2.006 2.412 -0.339
H -3.598 3.695 -4.769 -0.488 0.191 -0.362 0.096
C 1.222 -3.238 0.308 -0.253 0.624 -0.203 -0.082
N -2.979 4.612 -2.561 -0.784 0.712 -0.891 0.123
C 1.617 -0.857 4.374 2.074 0.249 -2.384 -0.067
H 0.931 -2.891 -3.541 -0.402 -0.368 1.343 0.126
C 0.891 -3.061 -2.427 -1.148 1.146 -1.268 -0.086
H -0.378 -0.786 3.654 0.497 -0.188 -0.611 0.116
C 3.413 -0.818 2.719 0.420 1.188 1.669 -0.076
N -2.843 3.202 -4.353 -0.265 1.021 0.305 0.083
O -0.195 0.351 -0.124 -0.307 -2.090 0.929 -0.590
C 1.642 -4.073 -1.890 1.291 -0.325 -0.980 -0.108
H 2.220 -4.670 -2.638 -0.499 0.250 1.077 0.120
H 2.821 -0.594 0.704 0.161 0.043 -0.764 0.112
Se -1.195 3.623 1.335 -0.224 0.545 0.314 0.002
H 1.300 -0.969 5.354 -0.596 -0.045 1.736 0.077
H -2.805 4.821 -1.596 0.233 0.078 0.259 0.067
```
Positions in Å, forces in eV/Å.

orbital gap (spin up / spin down) = 6.54 / 4.71 eV
<S²> = 0.76
LUMO (spin up / spin down) = 0.0 / -1.6 eV
multiplicity = 2
E_HOMO (spin up / spin down) = -6.58 / -6.28 eV
charge = 0
ΔE to the lowest compared entry with this formula, charge and spin = 23.3 kJ/mol